ORCA calculation (ωB97M-V/def2-TZVPD) on C18H18BCl3CrF4N2O5Si as an isolated structure in a non-equilibrium geometry.

* charge: -2
* spin multiplicity: 5
* E: -117593.3153 eV
* gap between HOMO and LUMO (alpha / beta): 6.449 / 6.461 eV
* energy above the lowest of the compared OMol25 structures with the same formula, charge and spin: 41.85 kcal/mol
* <S²>: 6.039

CARTESIAN COORDINATES (ANGSTROEM)
Cr (0.42539, 0.89252, 0.82038)
O (1.56232, -0.04774, 3.60692)
Cl (0.69990, 1.02921, 3.13334)
O (1.27259, 2.30639, 3.51214)
O (-0.62777, 0.88161, 3.71882)
O (2.22583, 1.22009, 0.59089)
Cl (-0.26749, 5.85010, 0.29973)
C (-0.14227, 4.63972, -0.93493)
C (-0.22012, 5.03099, -2.27020)
C (-0.11285, 4.12149, -3.29278)
Cl (-0.18975, 4.67122, -4.95436)
C (0.07208, 2.74593, -3.01338)
C (0.24241, 1.72079, -3.96882)
C (0.44572, 0.43258, -3.56011)
C (0.45247, 0.13912, -2.18547)
N (0.27022, 1.07389, -1.28961)
C (0.11417, 2.36523, -1.65984)
C (0.03732, 3.30011, -0.55658)
O (0.14268, 2.88215, 0.63352)
H (-0.36239, 6.07912, -2.49693)
H (0.21805, 1.97250, -5.02107)
H (0.59099, -0.36600, -4.27393)
H (0.59568, -0.86468, -1.80321)
C (-2.38243, -1.54263, 2.04754)
Si (-1.24535, -1.89329, 0.59966)
C (-1.41061, -3.77723, 0.33033)
C (-1.97293, -1.34997, -1.04946)
N (0.35852, -1.20105, 0.79319)
C (1.50846, -1.93224, 1.05582)
C (2.80120, -1.43339, 0.85897)
C (4.00974, -2.03169, 1.04421)
C (4.01691, -3.35259, 1.50130)
C (2.78608, -3.93504, 1.75588)
C (1.58652, -3.26246, 1.55177)
H (-3.41586, -1.44250, 1.69922)
H (-2.11759, -0.62835, 2.57691)
H (-2.33683, -2.37426, 2.75783)
H (-2.43566, -3.89889, -0.04356)
H (-1.32702, -4.38593, 1.23078)
H (-0.73110, -4.17461, -0.42876)
H (-3.03399, -1.61946, -1.05240)
H (-1.48395, -1.91296, -1.85393)
H (-1.91773, -0.28834, -1.27081)
H (2.77184, 0.50455, 0.90570)
H (4.93352, -1.49462, 0.85208)
H (4.94595, -3.88397, 1.67439)
H (2.74206, -4.94605, 2.14819)
H (0.68845, -3.77224, 1.83056)
F (-2.76437, 2.78241, -0.03851)
B (-3.00319, 1.62430, 0.68978)
F (-3.50918, 1.86927, 1.95309)
F (-3.82349, 0.74471, -0.02649)
F (-1.68317, 0.93218, 0.87220)

Atomic forces in eV per Å
Cr -0.2238 0.1556 -1.1958
O 0.0498 -0.0427 -0.0788
Cl -0.0169 0.0200 0.9465
O -0.0210 0.0274 0.0324
O 0.0447 0.0002 0.0562
O -0.3685 0.4692 -0.1988
Cl -0.0001 0.0170 0.0370
C 0.0469 -0.2050 0.0597
C 0.0052 -0.1136 -0.2053
C 0.0065 -0.0678 0.1467
Cl -0.0007 0.0192 -0.0372
C -0.0237 0.2201 -0.0944
C -0.0184 0.0237 -0.0412
C -0.0058 0.0028 0.0696
C 0.0744 0.0073 -0.0375
N 0.0997 -0.0690 0.2583
C 0.0187 0.0904 0.0675
C -0.0816 0.2344 -0.3088
O 0.0542 -0.2505 0.2747
H 0.0007 0.0033 -0.0075
H 0.0046 0.0019 -0.0057
H 0.0020 -0.0153 -0.0231
H 0.0351 0.0719 -0.0233
C -0.0469 -0.0932 0.0202
Si 0.0519 0.0746 0.0401
C 0.1327 0.0449 0.0298
C -0.1701 -0.0278 -0.0729
N 0.2408 -0.1873 0.1574
C -0.0009 0.0843 -0.0813
C -0.1252 0.0145 -0.1438
C -0.0390 0.0379 -0.0300
C 0.0353 0.0141 0.0184
C -0.0576 -0.0517 -0.0023
C 0.0550 0.2652 -0.0410
H 0.0482 -0.0104 0.0096
H 0.0092 -0.0621 -0.0164
H -0.0033 -0.0089 0.0201
H 0.0845 -0.0018 0.0065
H 0.0760 -0.0075 0.0530
H 0.0212 0.0111 0.0381
H 0.0322 0.0110 -0.0091
H -0.0326 0.0223 0.0122
H -0.0506 -0.0718 0.0446
H 0.4590 -0.5007 0.2798
H -0.0117 -0.0118 -0.0031
H -0.0213 0.0039 -0.0032
H -0.0045 0.0026 -0.0087
H -0.4704 -0.1467 0.0510
F -0.0538 -0.1475 0.0497
B -0.0087 0.0160 0.1228
F 0.0515 0.0103 -0.2329
F 0.1362 0.1206 0.1344
F -0.0191 -0.0044 -0.1343

Results of the Mulliken charge analysis, in e, for atoms 1 through 8: 0.01, -0.71, 1.45, -0.67, -0.70, -0.28, -0.27, 0.34

---

ORCA calculation (ωB97M-V/def2-TZVPD) on C24H43N9S2SiSn as an isolated structure.

* charge: +2
* E: -74364.5940 eV
* gap between HOMO and LUMO: 7.744 eV
* energy above the lowest of the compared OMol25 structures with the same formula, charge and spin: 0.00 kcal/mol

CARTESIAN COORDINATES (ANGSTROEM)
Sn (1.58996, 0.94858, -0.66152)
C (2.65032, 0.49780, 5.36645)
S (1.99270, -1.02593, 4.65195)
C (0.96377, -0.37757, 3.36543)
S (-0.51791, -1.31420, 3.37192)
N (1.37384, 0.64966, 2.72347)
N (0.60676, 1.10783, 1.67975)
C (-0.02204, 2.20499, 1.79979)
C (-0.82695, 2.62529, 0.64265)
C (-1.78331, 3.61982, 0.75849)
C (-2.63981, 3.84737, -0.30804)
C (-2.51315, 3.07020, -1.44773)
C (-1.49813, 2.12917, -1.50426)
N (-0.65692, 1.91844, -0.49168)
H (3.32025, 0.18060, 6.16347)
H (1.84090, 1.08732, 5.78914)
H (3.20627, 1.06435, 4.62674)
H (-0.06052, 2.76269, 2.73278)
H (-1.87272, 4.17740, 1.68100)
H (-3.40736, 4.60640, -0.24002)
H (-3.18302, 3.19355, -2.28680)
H (-1.34720, 1.52540, -2.38688)
C (2.23839, 2.74091, -3.34579)
N (0.96114, 2.23219, -3.82596)
C (0.36664, 2.88437, -4.99272)
C (-0.47038, 1.77924, -5.63262)
N (-0.21177, 0.61201, -4.78326)
C (-1.02737, -0.57016, -5.02771)
C (0.58086, 0.92529, -3.73535)
N (0.94339, 0.18406, -2.70057)
C (0.93826, -1.28157, -2.72804)
C (0.58620, -1.81094, -1.35299)
N (1.50607, -1.22117, -0.37508)
C (2.13450, -2.00739, 0.50470)
N (1.75799, -3.23649, 0.91516)
C (0.45267, -3.86489, 0.85440)
C (2.72150, -3.79957, 1.86550)
C (3.79986, -2.72216, 1.97180)
N (3.30788, -1.68246, 1.07241)
C (4.12997, -0.53158, 0.78852)
H (2.71645, 3.30102, -4.14972)
H (2.89721, 1.91763, -3.07549)
H (2.12446, 3.40926, -2.49173)
H (1.15346, 3.24005, -5.65831)
H (-0.23561, 3.74306, -4.69550)
H (-0.17955, 1.56754, -6.66126)
H (-1.53663, 2.01035, -5.62164)
H (-1.55591, -0.40435, -5.96315)
H (-1.77027, -0.72889, -4.24316)
H (-0.42568, -1.46449, -5.16113)
H (1.93924, -1.63130, -2.99774)
H (0.23954, -1.70943, -3.43692)
H (0.65306, -2.89652, -1.37955)
H (-0.45108, -1.53946, -1.11852)
H (-0.29823, -3.17418, 0.49608)
H (0.17125, -4.18466, 1.85834)
H (0.46763, -4.73994, 0.20194)
H (3.11517, -4.74523, 1.49298)
H (2.22179, -3.98499, 2.81806)
H (4.77011, -3.07644, 1.62064)
H (3.91574, -2.33412, 2.98221)
H (5.17056, -0.79985, 0.96660)
H (3.87447, 0.31797, 1.42695)
H (4.04752, -0.25232, -0.26208)
C (-3.87859, -1.76397, 3.76881)
Si (-3.35089, -0.59920, 2.42163)
C (-3.37845, 1.18157, 2.97919)
C (-4.33469, -0.82365, 0.85174)
C (-1.55006, -0.98738, 1.91557)
H (-4.92196, -1.59358, 4.04062)
H (-3.28002, -1.62956, 4.67181)
H (-3.78822, -2.80596, 3.45412)
H (-4.36798, 1.46469, 3.34270)
H (-3.13056, 1.84919, 2.15093)
H (-2.67080, 1.35657, 3.79377)
H (-5.37573, -0.52355, 0.98321)
H (-4.33366, -1.86679, 0.52945)
H (-3.91807, -0.21640, 0.04258)
H (-1.51826, -1.86080, 1.26549)
H (-1.15827, -0.15076, 1.34198)

Atomic forces in eV per Å
Sn 0.1084 0.1341 -0.0514
C 0.0956 -0.0459 -0.0618
S -0.1378 0.0121 0.0814
C 0.0940 0.0353 0.0532
S 0.0087 0.0057 0.0093
N -0.1368 -0.0768 -0.1092
N 0.1241 0.1090 0.0999
C -0.1362 -0.0861 0.0673
C 0.0400 0.0246 -0.0263
C 0.0309 -0.0112 -0.0475
C -0.0191 0.0166 0.0007
C 0.0007 0.0148 -0.0154
C 0.0396 0.1453 0.0584
N -0.0737 -0.1484 0.0096
H -0.0104 -0.0050 0.0051
H 0.0032 0.0118 -0.0170
H -0.0009 0.0253 0.0069
H 0.0199 0.0332 -0.0186
H 0.0017 0.0003 0.0023
H -0.0006 0.0023 -0.0058
H 0.0003 -0.0002 -0.0039
H -0.0136 -0.0504 -0.0129
C 0.0086 0.0183 0.0151
N 0.0181 -0.0373 -0.0020
C -0.0318 0.0240 0.0000
C 0.0418 -0.0227 -0.0364
N 0.0177 -0.0482 -0.0355
C -0.0313 0.0525 0.0355
C 0.0860 0.0510 -0.0179
N -0.1462 -0.0289 0.0355
C 0.0410 0.0026 -0.0332
C -0.0001 0.0163 -0.0392
N -0.0770 -0.1036 0.1000
C 0.0605 0.0421 -0.0477
N 0.0087 0.0378 0.0375
C -0.0363 -0.0384 -0.0350
C 0.0353 -0.0495 -0.0294
C 0.0679 -0.0338 -0.0524
N -0.0714 0.0797 0.0783
C 0.0192 -0.0331 -0.0365
H 0.0007 -0.0041 0.0022
H -0.0048 -0.0111 0.0089
H -0.0068 -0.0035 0.0051
H 0.0066 -0.0213 -0.0030
H 0.0150 0.0078 -0.0066
H -0.0029 0.0180 -0.0029
H -0.0004 -0.0076 0.0092
H -0.0442 0.0136 0.0286
H 0.0387 -0.0365 0.0348
H -0.0039 0.0025 -0.0450
H -0.0159 -0.0368 -0.0153
H -0.0120 0.0376 -0.0055
H 0.0761 0.0133 -0.0180
H -0.0032 -0.0424 -0.0061
H -0.0128 0.0131 0.0191
H -0.0140 0.0187 0.0029
H 0.0105 -0.0094 0.0209
H -0.0208 -0.0148 0.0220
H 0.0030 0.0302 0.0035
H -0.0081 0.0069 -0.0186
H -0.0294 -0.0124 0.0136
H -0.0061 0.0130 0.0258
H -0.0138 0.0154 -0.0317
H 0.0223 0.0020 -0.0236
C 0.0034 -0.0236 0.0196
Si -0.0023 -0.0230 -0.0244
C 0.0034 0.0193 0.0502
C -0.0148 0.0321 -0.0223
C 0.0748 0.0961 -0.0720
H -0.0055 0.0085 -0.0116
H -0.0079 -0.0087 0.0039
H -0.0053 -0.0038 0.0068
H -0.0068 -0.0097 0.0050
H -0.0300 -0.0250 0.0292
H 0.0020 -0.0022 -0.0013
H -0.0036 0.0004 0.0155
H 0.0035 -0.0042 -0.0119
H -0.0102 -0.0032 -0.0129
H -0.0007 -0.0522 0.0545
H -0.0225 -0.0680 -0.0095

Results of the Mulliken charge analysis, in e, for atoms 1 through 8: 0.49, -0.84, -0.01, 0.58, -0.41, -1.45, 1.01, -0.32

---

ORCA calculation (ωB97M-V/def2-TZVPD) on a single C4H10N2O molecule in a non-equilibrium geometry.

* charge: 0
* SMILES: NCCCC(N)=O
* E: -9337.2358 eV
* gap between HOMO and LUMO: 10.186 eV
* energy above the lowest of the compared OMol25 structures with the same formula, charge and spin: 40.40 kcal/mol

CARTESIAN COORDINATES (ANGSTROEM)
N (-0.46352, 2.37360, 0.19431)
C (0.82616, 1.70711, 0.39442)
C (1.33669, 0.57580, -0.50918)
C (0.42194, -0.53850, -0.93684)
C (-0.39771, -1.35541, 0.12872)
N (-1.64190, -0.85372, 0.50343)
O (-0.09240, -2.51443, 0.23287)
H (-0.52350, 2.65972, -0.72640)
H (-0.56867, 3.04754, 0.96734)
H (0.83953, 1.11132, 1.36324)
H (1.62355, 2.48665, 0.41553)
H (2.15555, 0.04638, 0.00887)
H (1.88236, 0.96149, -1.42314)
H (1.13303, -1.33659, -1.37006)
H (-0.28268, -0.30726, -1.73572)
H (-2.15981, -1.69864, 0.78044)
H (-1.74468, 0.17159, 0.50998)

Atomic forces in eV per Å
N 0.4494 -2.2198 2.6385
C 1.2592 -0.7900 1.5022
C 0.9656 0.6613 -1.3959
C 0.5695 -1.7497 -0.0957
C -0.4326 1.4688 -2.5464
N 2.3380 -1.0849 -0.2466
O -0.1438 -0.9805 1.1434
H -0.4664 1.5205 -1.7761
H -0.1959 -0.1365 -1.3796
H -0.3942 1.4716 -0.4875
H -0.1687 -0.6933 0.3134
H -0.2483 0.6073 0.2850
H -0.8422 -0.1680 0.6754
H -1.2803 1.1132 0.5942
H -0.0590 0.3754 0.0844
H -0.6493 1.6366 0.4576
H -0.7011 -1.0318 0.2337

Results of the Mulliken charge analysis, in e, for atoms 1 through 8: -0.48, -0.66, -0.49, -0.51, 0.37, -0.43, -0.59, 0.17

---

ORCA calculation (ωB97M-V/def2-TZVPD) on a single C5H5N molecule in a non-equilibrium geometry.

* charge: 0
* SMILES: C=CC(=C)C#N
* E: -6754.4048 eV
* gap between HOMO and LUMO: 9.800 eV
* energy above the lowest of the compared OMol25 structures with the same formula, charge and spin: 34.66 kcal/mol

CARTESIAN COORDINATES (ANGSTROEM)
C (1.25111, 0.85947, -1.13855)
C (0.36882, -0.11086, -0.85358)
C (-0.34630, -0.30299, 0.44979)
C (-1.46794, -1.03156, 0.56237)
C (0.15223, 0.51846, 1.54848)
N (0.62915, 1.17023, 2.35961)
H (1.64136, 1.54015, -0.41011)
H (1.67233, 0.88572, -2.13414)
H (0.07482, -0.85531, -1.65685)
H (-2.04962, -1.05251, 1.50909)
H (-1.92597, -1.62079, -0.23610)

Atomic forces in eV per Å
C -0.4791 -1.3714 -0.0908
C -0.2110 -0.5694 -0.5985
C -0.1201 0.4605 -0.6993
C -0.4249 0.0582 1.0259
C -0.3690 -0.8197 -0.7115
N 0.1187 0.3114 0.3805
H -0.0707 0.3562 0.3289
H 0.0129 0.1399 0.0083
H 0.3046 1.0549 1.0337
H 0.6912 0.0509 -0.6791
H 0.5473 0.3284 0.0019

Results of the Mulliken charge analysis, in e, for atoms 1 through 8: -0.82, -0.12, 0.76, -0.88, 0.14, -0.39, 0.30, 0.25

---

ORCA calculation (ωB97M-V/def2-TZVPD) on a 2-piece molecular cluster, ClH3NO2P overall in a non-equilibrium geometry.

* charge: 0
* SMILES: NOP=O.Cl
* E: -27443.9754 eV
* gap between HOMO and LUMO: 9.604 eV
* energy above the lowest of the compared OMol25 structures with the same formula, charge and spin: 66.22 kcal/mol

CARTESIAN COORDINATES (ANGSTROEM)
N (-1.46846, -0.80042, -0.68876)
O (-0.65968, -1.80086, -0.19663)
P (0.78943, -1.43470, 0.47226)
O (0.80264, 0.01204, 0.57333)
H (-2.39623, -0.65451, -0.12912)
H (-0.85711, 0.08606, -0.51762)
Cl (4.13454, 0.02875, -0.44728)
H (3.48838, 0.47284, 0.47519)

Atomic forces in eV per Å
N -0.9864 3.8210 0.1340
O 0.8165 -1.7628 1.1132
P -1.1432 -1.4294 -0.4332
O 0.6650 1.7085 0.2855
H 2.4885 -0.8699 -0.7013
H -1.7992 -1.4737 -0.3808
Cl 1.4822 -1.0189 -2.0406
H -1.5234 1.0252 2.0231

Atom-resolved charges from Mulliken, all expressed in e: -0.42, -0.18, 0.53, -0.48, 0.26, 0.31, -0.23, 0.22

---

Please write out number 5 again, unchanged.
ORCA calculation (ωB97M-V/def2-TZVPD) on a 2-piece molecular cluster, ClH3NO2P overall in a non-equilibrium geometry.

* charge: 0
* SMILES: NOP=O.Cl
* E: -27443.9754 eV
* gap between HOMO and LUMO: 9.604 eV
* energy above the lowest of the compared OMol25 structures with the same formula, charge and spin: 66.22 kcal/mol

CARTESIAN COORDINATES (ANGSTROEM)
N (-1.46846, -0.80042, -0.68876)
O (-0.65968, -1.80086, -0.19663)
P (0.78943, -1.43470, 0.47226)
O (0.80264, 0.01204, 0.57333)
H (-2.39623, -0.65451, -0.12912)
H (-0.85711, 0.08606, -0.51762)
Cl (4.13454, 0.02875, -0.44728)
H (3.48838, 0.47284, 0.47519)

Atomic forces in eV per Å
N -0.9864 3.8210 0.1340
O 0.8165 -1.7628 1.1132
P -1.1432 -1.4294 -0.4332
O 0.6650 1.7085 0.2855
H 2.4885 -0.8699 -0.7013
H -1.7992 -1.4737 -0.3808
Cl 1.4822 -1.0189 -2.0406
H -1.5234 1.0252 2.0231

Atom-resolved charges from Mulliken, all expressed in e: -0.42, -0.18, 0.53, -0.48, 0.26, 0.31, -0.23, 0.22